# 1
A molecular structure, C11H31BrInO8S4 in a non-equilibrium geometry. Source: OMol25; level of theory: ωB97M-V/def2-TZVPD.

## Properties
**Gap between HOMO and LUMO**: 7.14 eV
**Total charge**: -1
**Max |F|**: 2.9 eV Å⁻¹

Last column: Löwdin charge in e.
Atoms and positions in Å:
O  1.15112  -1.52532  -0.33240  -0.0113
C  0.00061  -1.14463  -0.62914  -0.5038
O  -0.27872  -0.61646  -1.92097  0.0046
C  -1.21455  -1.17174  0.39037  -0.1974
In  -2.86164  -2.61268  -0.17293  0.3420
Br  -1.95259  -4.64082  -1.56272  -0.1698
C  -4.54253  -1.49729  -1.18487  -0.3000
O  -5.09764  -0.39204  -0.40495  -0.2940
O  -4.15738  0.08664  0.48977  -0.1224
H  0.47560  -0.03574  -2.14650  0.0995
H  -0.83719  -1.50917  1.40861  0.0357
H  -1.55668  -0.09467  0.49045  0.0505
H  -3.51448  -3.27877  1.35833  -0.0924
H  -5.42085  -2.19306  -1.40142  0.0497
H  -4.22074  -1.06472  -2.19267  0.0294
H  -3.72394  0.86623  0.07710  0.0705
C  5.43965  0.54782  2.27543  -0.2710
S  3.93646  0.63944  1.28030  0.7921
O  3.27766  1.94846  1.58747  -0.5699
C  3.04253  -0.64467  2.16854  -0.2600
H  6.13900  1.30092  1.91181  0.0441
H  5.20578  0.74534  3.32324  0.0485
H  5.88615  -0.44172  2.16892  0.0505
H  2.95687  -0.37523  3.22368  0.0454
H  3.56841  -1.59502  2.06609  0.0616
H  2.04642  -0.73401  1.73383  0.0214
C  -0.22362  1.87579  4.80956  -0.2692
S  -0.47213  0.34929  3.87979  0.7993
O  -1.76722  0.47703  3.15176  -0.5287
C  -0.76199  -0.69668  5.32167  -0.2680
H  -0.06273  2.68683  4.09967  0.0515
H  -1.10624  2.09152  5.41410  0.0529
H  0.65528  1.77474  5.44854  0.0475
H  -1.60965  -0.31569  5.89399  0.0538
H  0.13441  -0.71570  5.94425  0.0466
H  -0.98279  -1.70660  4.97514  0.0518
C  5.63798  -0.36276  -3.46796  -0.2792
S  4.39942  -0.62152  -2.18021  0.7920
O  5.11276  -1.14778  -0.97635  -0.5844
C  3.58289  -2.01728  -2.97548  -0.2585
H  6.29209  0.45192  -3.15682  0.0452
H  6.22854  -1.27007  -3.60513  0.0524
H  5.14179  -0.09185  -4.40121  0.0482
H  4.30062  -2.82270  -3.14193  0.0560
H  3.15204  -1.69462  -3.92488  0.0539
H  2.78635  -2.36883  -2.31736  0.0430
C  -3.45587  3.39950  -3.73637  -0.2754
S  -4.72019  3.15084  -2.47294  0.8176
O  -4.02889  2.68709  -1.23661  -0.5383
C  -5.47577  1.70380  -3.23877  -0.2643
H  -2.83294  4.24258  -3.43753  0.0457
H  -2.83755  2.50492  -3.82525  0.0582
H  -3.93413  3.62357  -4.69131  0.0468
H  -4.73179  0.91458  -3.35775  0.0475
H  -5.89059  1.98072  -4.20986  0.0480
H  -6.27742  1.35025  -2.59008  0.0549


# 2
A molecular structure, C11H31N4O7V in a non-equilibrium geometry. Source: OMol25; level of theory: ωB97M-V/def2-TZVPD.

## Properties
**Gap between HOMO and LUMO**: 7.39 eV
**Max |F|**: 5.7 eV Å⁻¹

Last column: Löwdin charge in e.
Atoms and positions in Å:
O  -0.98261  0.01698  2.14844  -0.3657
V  -0.81585  -0.32730  0.53693  0.9112
O  -0.66686  1.04722  -0.25586  -0.3527
C  -4.42050  0.80665  1.31793  -0.0630
C  -4.18823  -0.06849  0.03679  -0.5313
C  -4.19782  0.76441  -1.31330  -0.0759
O  -3.05196  -0.91411  0.12735  -0.3308
H  -3.63342  1.54406  1.47545  0.0665
H  -4.52971  0.21908  2.22949  0.0634
H  -5.37400  1.33479  1.31983  0.0579
H  -5.00070  -0.76506  -0.17008  0.1036
H  -5.24345  1.01152  -1.49683  0.0528
H  -4.00413  0.26459  -2.26239  0.0581
H  -3.61619  1.68305  -1.23646  0.0604
C  2.61918  -0.29844  1.05435  -0.7041
O  1.42360  -0.41488  0.80874  -0.0232
N  3.43158  0.66361  0.62669  0.2020
N  3.15230  -1.06365  1.92111  0.1953
H  4.32338  0.71456  1.09806  0.1119
H  3.04266  1.52508  0.27070  0.0873
H  4.10020  -0.92133  2.23943  0.1231
H  2.58132  -1.79303  2.32370  0.1367
C  -0.88606  -3.67980  1.09962  -0.7436
O  -0.57421  -2.51591  1.19473  0.0019
N  -2.02469  -4.26378  1.31165  0.2007
N  -0.00644  -4.59063  0.85427  0.1675
H  -2.14514  -5.25190  1.14075  0.1177
H  -2.81509  -3.74402  1.66551  0.1346
H  -0.24915  -5.53361  0.58601  0.1218
H  0.91817  -4.20350  0.73041  0.1208
C  1.26375  3.33999  1.34849  -0.0567
C  2.32824  4.02931  0.52415  -0.4638
C  2.25097  5.62324  0.61355  -0.0452
O  3.59733  3.61898  1.00351  -0.0760
H  1.25032  2.28139  1.08907  0.0499
H  0.32176  3.87018  1.20830  0.0912
H  1.35608  3.51015  2.42115  0.0881
H  2.16186  3.74463  -0.51478  0.1381
H  3.06063  6.01355  -0.00305  0.0664
H  2.27926  6.07456  1.60532  0.0725
H  1.34508  5.97682  0.12115  0.0684
H  3.59556  3.69260  1.96068  0.0906
C  0.95755  -3.21698  -2.50265  -0.0370
C  0.85363  -1.68965  -2.22464  -0.4346
C  0.71824  -0.77910  -3.48812  -0.0410
O  -0.33104  -1.48918  -1.53177  -0.0985
H  0.91088  -3.85195  -1.61793  0.0495
H  1.86820  -3.53267  -3.01174  0.0763
H  0.18060  -3.66207  -3.12421  0.0801
H  1.76896  -1.30345  -1.77617  0.1324
H  1.57866  -0.73530  -4.15585  0.0705
H  0.61982  0.26353  -3.18589  0.0791
H  -0.08681  -1.01407  -4.18438  0.0781
H  -1.01560  -2.01054  -1.95739  0.1165


# 3
A molecular structure, C11H31O4PSSiTa in a non-equilibrium geometry. Source: OMol25; level of theory: ωB97M-V/def2-TZVPD.

## Properties
**Gap between HOMO and LUMO**: 6.11 eV
**Total charge**: -1
**Max |F|**: 1.3 eV Å⁻¹

Last column: Löwdin charge in e.
Atoms and positions in Å:
C  0.60011  -0.65341  0.86656  -0.2812
Si  0.78462  -0.75813  -1.02869  0.2678
C  1.29752  0.95702  -1.65555  -0.2665
C  2.21617  -1.95982  -1.33311  -0.2954
Ta  -1.47362  -1.56240  -2.35379  0.6786
P  -2.52919  -0.24878  -0.33413  0.0156
S  -4.45580  -0.27529  -0.88358  -0.1233
H  0.45601  0.37700  1.21209  0.0151
H  1.48513  -1.05070  1.38056  0.0094
H  -0.24700  -1.25078  1.21204  -0.0252
H  1.03076  1.07346  -2.70994  -0.0045
H  0.76390  1.73171  -1.09241  0.0146
H  2.36823  1.15780  -1.52895  0.0007
H  3.08640  -1.80969  -0.68040  0.0074
H  1.84765  -2.98176  -1.18581  0.0057
H  2.54397  -1.88815  -2.37669  0.0037
H  -1.15220  -2.87578  -1.09743  -0.1621
H  -2.58784  -2.67869  -3.36329  -0.2111
H  -1.40431  0.05505  -3.28501  -0.1613
H  0.06844  -2.06888  -3.06353  -0.1658
H  -2.30812  -0.74459  0.96162  -0.1122
H  -2.04297  1.05820  -0.12672  -0.0978
O  3.41706  3.37112  -0.28181  0.1169
C  4.48139  3.65456  -0.74730  -0.5204
O  4.52963  4.07626  -2.03783  -0.0040
C  5.72652  4.56518  -2.64595  -0.2471
C  6.57514  3.44933  -3.21995  -0.0656
C  5.77052  3.48128  0.02331  0.0100
H  6.29319  5.18330  -1.94732  0.1063
H  5.37087  5.22090  -3.44002  0.1209
H  6.93946  2.78163  -2.43936  0.0669
H  7.43696  3.86662  -3.74361  0.0776
H  5.98827  2.86122  -3.92510  0.0851
H  6.13092  2.46647  -0.15341  0.0946
H  5.53099  3.57871  1.07850  0.0888
H  6.56076  4.17743  -0.24228  0.0663
O  -3.45131  -1.19856  3.80585  0.1017
C  -4.55133  -1.62662  3.59855  -0.5150
O  -4.93443  -2.73400  4.30349  -0.0167
C  -6.26037  -3.26213  4.23707  -0.2538
C  -6.44670  -4.20132  3.06278  -0.0650
C  -5.48996  -1.05141  2.57605  -0.0129
H  -6.99826  -2.45862  4.22483  0.1046
H  -6.38098  -3.79655  5.17959  0.1171
H  -6.32708  -3.68047  2.11337  0.0721
H  -7.44535  -4.64122  3.09033  0.0765
H  -5.71008  -5.00362  3.10615  0.0820
H  -5.32143  -1.53284  1.61014  0.0465
H  -5.24238  -0.00171  2.44244  0.0857
H  -6.53986  -1.14832  2.83763  0.0687


# 4
7 unconnected molecules or ions with the total composition C11H32BCl2F4NO7 in a non-equilibrium geometry. Source: OMol25; level of theory: ωB97M-V/def2-TZVPD.

## Properties
**Gap between HOMO and LUMO**: 10.00 eV
**Max |F|**: 2.4 eV Å⁻¹

Last column: Löwdin charge in e.
Atoms and positions in Å:
N  -0.92369  -0.53291  -0.41016  0.2837
H  -0.47120  0.12755  -1.10121  0.1007
H  -0.39164  -1.40692  -0.41747  0.0760
H  -1.88026  -0.66072  -0.85714  0.0950
H  -1.05091  -0.09341  0.50246  0.0795
B  -3.99055  0.29797  -1.66705  -1.1795
F  -3.36347  -1.00186  -1.44964  0.0355
F  -2.91092  1.22032  -1.88091  0.0642
F  -4.81084  0.23843  -2.76412  0.1536
F  -4.61837  0.65493  -0.46445  0.1089
C  0.48176  3.07747  -3.39305  -0.1492
C  1.40543  3.38720  -2.20230  -0.1368
C  1.46299  2.06419  -1.43845  -0.1752
O  0.50145  1.18628  -2.03519  -0.2064
C  0.36824  1.55535  -3.40992  -0.1783
H  0.88969  3.38000  -4.36182  0.1107
H  -0.50220  3.53305  -3.32582  0.1143
H  0.90593  4.15012  -1.60266  0.1090
H  2.36351  3.82451  -2.46972  0.1066
H  1.19278  2.06301  -0.38366  0.1086
H  2.47223  1.63532  -1.49273  0.1085
H  -0.63726  1.27876  -3.71707  0.1274
H  1.15448  1.09486  -4.01171  0.1178
C  -1.71474  2.23781  1.76829  -0.2264
C  -2.82148  1.39931  2.39080  -0.2179
O  -2.82349  0.09702  1.81220  -0.0805
O  -0.42804  1.62801  1.65402  -0.1052
H  -1.69598  3.25035  2.18224  0.1164
H  -2.00098  2.33833  0.71432  0.1172
H  -3.78031  1.87222  2.17961  0.1261
H  -2.67945  1.30482  3.47272  0.1144
H  -3.56348  0.03556  1.19147  0.0719
H  -0.21853  1.14426  2.48113  0.0459
C  1.58395  -2.35146  -2.46729  -0.1980
C  2.89984  -2.56522  -1.71230  -0.2049
O  3.07727  -1.48474  -0.80261  -0.0739
O  0.54184  -2.52860  -1.51750  -0.0910
H  1.49323  -3.00163  -3.34036  0.1268
H  1.52372  -1.31256  -2.78970  0.1109
H  3.74806  -2.73782  -2.37730  0.1243
H  2.73860  -3.47928  -1.13697  0.1238
H  3.70056  -0.84426  -1.15344  0.1018
H  0.31674  -3.46609  -1.46904  0.1055
C  2.29550  -0.62307  2.43802  -0.2182
C  1.68795  -0.52748  3.80631  -0.1828
O  0.37523  0.10961  3.84583  -0.0970
O  1.73666  -1.70299  1.66787  -0.0988
H  3.33656  -0.90122  2.67182  0.1241
H  2.29286  0.24926  1.78064  0.1247
H  2.32479  0.18884  4.34376  0.1228
H  1.60425  -1.44229  4.39169  0.1275
H  0.17408  0.41024  4.73447  0.0962
H  2.20826  -1.73109  0.80783  0.0438
C  -0.96500  -3.24752  2.55040  -1.0225
Cl  -1.71701  -3.62473  4.10753  0.5085
Cl  -1.83880  -4.06593  1.22503  0.5008
H  -1.13732  -2.18299  2.43381  -0.0054
H  0.07748  -3.51817  2.46849  0.0147